Record 1
{"formula": "C2H17N2O4", "method": "the ωB97M-V functional and the def2-TZVPD basis", "lumo_ev": -2.847, "homo_ha": -0.50870, "e_above_lowest_ev": 0.890, "homo_lumo_gap_ev": 10.995, "charge": 1, "multiplicity": 1, "elements": ["C", "N", "C", "N", "H", "H", "H", "H", "H", "H", "H", "H", "H", "H", "H", "O", "H", "H", "O", "H", "H", "O", "H", "H", "O"], "positions_angstrom": [[-0.010, 1.906, -2.304], [-0.728, 2.512, -1.133], [1.072, 1.034, -1.623], [0.519, 0.319, -0.443], [0.193, 2.753, -2.936], [-0.707, 1.271, -2.864], [-1.685, 2.205, -1.011], [-0.847, 3.493, -1.380], [1.959, 1.607, -1.244], [1.545, 0.382, -2.375], [1.173, -0.325, 0.000], [0.348, 1.048, 0.240], [-0.369, -0.172, -0.656], [2.374, -1.724, 1.721], [1.253, -2.529, 1.602], [1.778, -1.975, 0.979], [-0.880, -1.453, 3.635], [-0.680, -1.803, 2.232], [-0.197, -1.827, 3.070], [-1.909, 1.000, 2.088], [-0.637, 1.530, 1.940], [-1.050, 0.660, 1.787], [-0.716, -2.762, -1.244], [-1.598, -1.888, -2.035], [-1.045, -1.852, -1.245]], "mulliken_charge": [-0.518, -0.524, -0.614, -0.023, 0.455, 0.243, 0.188, 0.262, 0.369, 0.329, 0.254, 0.302, 0.349, 0.332, 0.324, -0.686, 0.295, 0.280, -0.616, 0.295, 0.314, -0.583, 0.299, 0.288, -0.615]}

***

Record 2
{"formula": "C2H18NO5S2", "method": "the ωB97M-V functional and the def2-TZVPD basis", "lumo_ev": -2.762, "homo_ha": -0.45919, "e_above_lowest_ev": 0.000, "homo_lumo_gap_ev": 9.733, "charge": 1, "multiplicity": 1, "elements": ["N", "C", "C", "S", "S", "H", "H", "H", "H", "H", "H", "H", "H", "H", "H", "O", "H", "H", "O", "H", "H", "O", "H", "H", "O", "H", "H", "O"], "positions_angstrom": [[-0.822, -0.328, -0.316], [0.245, -0.051, 0.732], [1.440, 0.644, 0.135], [1.046, 2.192, -0.817], [-0.264, 3.149, 0.441], [-1.309, -1.220, -0.304], [-0.354, -0.290, -1.231], [-1.451, 0.480, -0.326], [0.608, -1.008, 1.096], [-0.350, 0.416, 1.506], [2.069, 0.967, 0.934], [2.004, 0.043, -0.568], [0.512, 3.859, 1.296], [0.382, 0.891, -4.719], [0.554, 1.566, -3.249], [0.578, 0.779, -3.791], [-3.455, 1.601, 1.267], [-3.114, 0.160, 1.591], [-2.925, 0.858, 0.954], [2.589, 0.354, 3.511], [1.603, -0.637, 3.525], [1.713, 0.207, 3.120], [0.394, -2.460, -2.435], [0.665, -0.972, -3.133], [0.652, -1.553, -2.358], [-0.961, -3.724, 0.447], [-1.030, -3.062, 1.817], [-1.021, -2.863, 0.876]], "mulliken_charge": [-0.041, -0.563, -0.760, -0.120, -0.208, 0.311, 0.145, 0.419, 0.254, 0.562, 0.407, 0.442, 0.186, 0.290, 0.276, -0.608, 0.296, 0.292, -0.580, 0.302, 0.287, -0.574, 0.276, 0.355, -0.631, 0.287, 0.282, -0.585]}

***

Record 3
{"formula": "C2H19N2O6", "method": "the ωB97M-V functional and the def2-TZVPD basis", "lumo_ev": -2.630, "homo_ha": -0.42685, "e_above_lowest_ev": 2.114, "homo_lumo_gap_ev": 8.985, "charge": 1, "multiplicity": 1, "elements": ["C", "C", "N", "N", "H", "H", "H", "H", "H", "H", "H", "H", "H", "O", "H", "H", "O", "H", "H", "O", "H", "H", "O", "H", "H", "O", "H", "H", "O"], "positions_angstrom": [[1.411, -0.673, -0.463], [2.167, 0.292, -1.180], [2.346, 1.516, -0.641], [1.063, -1.924, -0.972], [0.943, -0.331, 0.541], [2.695, -0.006, -2.088], [2.833, 2.347, -1.004], [1.636, 1.892, 0.023], [1.790, -2.704, -0.817], [0.695, -1.832, -1.997], [0.153, -2.269, -0.484], [1.812, -1.163, -3.955], [0.328, -0.820, -3.786], [0.930, -1.566, -3.961], [-0.252, 2.356, 0.793], [0.110, 1.563, 2.037], [0.043, 1.429, 1.051], [-0.882, -0.877, 2.773], [-0.960, -0.258, 1.350], [-0.849, -1.058, 1.876], [-1.766, 4.137, 0.694], [-2.049, 3.529, -0.638], [-1.552, 3.408, 0.146], [-2.096, 1.423, 3.755], [-2.519, 1.560, 2.216], [-2.029, 1.094, 2.877], [-1.967, -3.713, 1.116], [-1.850, -2.187, 1.023], [-2.042, -2.996, 0.461]], "mulliken_charge": [-0.441, -0.274, -0.414, -0.124, 0.368, 0.308, 0.258, 0.333, 0.406, 0.401, 0.327, 0.337, 0.373, -0.695, 0.335, 0.357, -0.852, 0.256, 0.429, -0.687, 0.292, 0.271, -0.589, 0.280, 0.266, -0.542, 0.315, 0.411, -0.706]}